# 1
Formula: C57H46F6GeN2O2PTa
Source: OMol25
Level of theory: ωB97M-V with the def2-TZVPD basis set

The geometry in XYZ format:
```
116
Properties=species:S:1:pos:R:3:forces:R:3:lowdin_spin:R:1
Ta 0.048 0.704 1.249 -1.2 3.0 1.0 0.13
O 1.077 -0.560 0.570 1.2 -0.2 0.3 0.03
C 0.962 -1.690 -0.226 -0.3 -1.8 -1.4 0.00
C 2.041 -2.737 0.069 0.1 0.4 0.3 0.00
C 2.018 -3.746 -1.035 0.0 -0.1 -0.1 0.00
C 1.227 -3.649 -2.097 0.1 -0.2 -0.1 0.00
C 0.298 -2.498 -2.379 0.0 0.1 -0.1 0.00
C 0.822 -1.255 -1.683 0.7 -0.1 0.2 0.00
C 0.012 -0.023 -1.797 -0.2 0.7 0.0 0.01
N -1.169 0.080 -2.229 0.3 -0.6 -0.3 0.00
C -1.866 1.329 -2.290 0.0 0.6 0.2 0.00
C -1.415 2.439 -1.309 0.2 -0.1 -0.7 0.00
N -1.599 1.962 0.044 0.5 -0.6 1.0 0.00
C -2.762 2.161 0.582 0.5 0.1 -0.4 0.00
C -3.309 1.405 1.655 0.1 -0.9 0.8 0.00
C -4.489 1.797 2.312 0.2 0.0 -0.2 0.00
C -5.117 0.949 3.190 0.0 0.0 0.1 0.00
C -4.613 -0.337 3.400 -0.1 0.3 -0.2 0.00
C -3.471 -0.758 2.760 0.6 0.0 -0.3 0.00
C -2.755 0.119 1.934 -2.4 1.0 0.7 0.00
O -1.599 -0.210 1.425 0.6 -0.8 -0.5 0.00
H 3.039 -2.365 0.307 0.1 0.0 0.0 0.00
H 2.661 -4.605 -0.914 0.1 -0.1 0.0 0.00
H 1.216 -4.448 -2.822 0.1 -0.2 -0.1 0.00
H 0.213 -2.325 -3.456 0.0 0.0 0.0 0.00
H 0.583 0.874 -1.502 -0.2 0.2 0.2 0.00
H -2.919 1.089 -2.103 0.0 0.2 0.0 0.00
H -1.796 1.707 -3.315 0.0 0.0 0.0 0.00
H -2.025 3.327 -1.502 0.0 0.0 0.1 0.00
H -0.367 2.690 -1.472 -0.1 0.1 0.0 0.00
H -3.424 2.896 0.115 0.1 -0.1 0.0 0.00
H -4.894 2.781 2.121 -0.1 0.1 -0.1 0.00
H -6.011 1.266 3.701 -0.1 0.0 0.1 0.00
H -5.127 -1.003 4.076 0.0 -0.1 0.0 0.00
H -3.078 -1.750 2.917 0.1 -0.1 0.0 0.00
C 1.168 2.360 0.649 -0.7 -0.4 0.1 0.16
C 1.773 3.370 0.297 0.2 0.5 -0.1 0.03
C 2.473 4.508 -0.058 -0.2 -0.5 0.2 0.25
C 3.820 4.661 0.440 0.5 0.0 0.2 0.02
C 4.591 3.527 0.734 -0.2 0.2 -0.1 0.05
C 5.871 3.657 1.226 0.1 0.0 0.1 0.00
C 6.400 4.918 1.469 0.0 0.0 0.0 0.06
C 5.640 6.049 1.206 0.1 0.0 0.1 -0.01
C 4.365 5.929 0.696 -0.1 -0.1 0.0 0.05
C 1.844 5.477 -0.922 -0.2 0.3 -0.4 0.02
C 0.447 5.603 -0.979 0.3 0.0 0.1 0.05
C -0.138 6.500 -1.847 -0.1 0.0 0.0 0.00
C 0.650 7.282 -2.682 0.0 0.0 0.0 0.06
C 2.031 7.158 -2.646 -0.1 0.1 -0.1 -0.01
C 2.625 6.266 -1.780 0.0 -0.1 0.1 0.05
H 4.162 2.553 0.553 0.0 -0.1 0.0 0.00
H 6.455 2.772 1.427 0.1 -0.1 0.0 0.00
H 7.393 5.017 1.877 0.1 0.0 0.0 0.00
H 6.042 7.029 1.418 0.0 0.1 0.0 0.00
H 3.761 6.812 0.544 0.0 0.1 -0.1 0.00
H -0.156 5.010 -0.306 -0.1 -0.1 0.0 0.00
H -1.213 6.597 -1.873 -0.1 0.0 0.0 0.00
H 0.188 7.987 -3.353 -0.1 0.1 -0.1 0.00
H 2.646 7.756 -3.302 0.0 0.1 -0.1 0.00
H 3.697 6.142 -1.785 0.1 0.0 0.0 0.00
Ge 2.702 -0.580 -2.123 0.3 -0.3 -1.0 0.00
C 2.540 0.876 -3.449 0.1 -0.5 0.4 0.00
C 2.055 0.625 -4.727 -0.1 -0.2 0.0 0.00
C 2.054 1.614 -5.692 -0.1 0.0 -0.1 0.00
C 2.529 2.878 -5.388 0.0 0.0 0.0 0.00
C 2.975 3.155 -4.106 0.0 0.2 0.0 0.00
C 2.983 2.158 -3.147 0.0 -0.1 0.2 0.00
C 3.858 -2.068 -2.729 -0.2 0.7 0.1 0.00
C 4.899 -2.549 -1.947 -0.1 0.3 0.1 0.00
C 5.593 -3.688 -2.318 0.1 -0.1 0.1 0.00
C 5.256 -4.357 -3.483 0.0 0.0 0.0 0.00
C 4.256 -3.853 -4.299 -0.1 0.0 -0.1 0.00
C 3.565 -2.718 -3.922 0.0 0.2 0.0 0.00
H 3.256 0.044 -0.840 0.0 0.0 0.1 0.00
H 1.680 -0.359 -4.970 0.0 -0.1 -0.1 0.00
H 1.694 1.393 -6.685 0.0 0.0 -0.1 0.00
H 2.553 3.641 -6.151 0.0 0.1 0.0 0.00
H 3.328 4.146 -3.861 0.0 0.1 0.0 0.00
H 3.348 2.368 -2.150 0.1 0.1 0.1 0.00
H 5.168 -2.030 -1.035 0.0 0.0 0.1 0.00
H 6.393 -4.065 -1.696 0.0 0.0 0.1 0.00
H 5.771 -5.265 -3.759 0.1 0.0 0.0 0.00
H 4.007 -4.352 -5.224 0.0 -0.1 -0.1 0.00
H 2.778 -2.334 -4.556 -0.1 -0.1 -0.1 0.00
F 0.041 -0.678 3.324 0.0 0.7 -0.4 0.00
P 0.329 0.644 4.278 0.4 0.2 1.1 0.00
F -0.652 1.582 3.128 0.5 -0.7 -0.6 0.01
F 0.627 2.020 4.966 -0.1 -0.3 0.0 0.00
F 1.281 -0.183 5.191 -0.1 0.0 0.0 0.00
F -1.007 0.358 5.051 0.4 0.1 0.0 0.00
F 1.574 0.947 3.166 -1.0 -0.2 -0.5 0.00
C 2.270 -6.586 3.580 0.0 0.0 0.0 0.00
C 0.928 -6.266 3.475 0.0 -0.1 0.1 0.00
C 0.516 -5.206 2.682 0.0 0.0 0.0 0.00
C 1.440 -4.474 1.950 0.0 0.0 0.1 0.00
C 2.787 -4.818 2.048 -0.2 0.0 0.0 0.00
C 3.199 -5.853 2.862 0.1 -0.1 0.0 0.00
C 1.143 -3.174 1.270 0.0 -0.1 0.4 0.00
C -0.001 -2.722 0.364 -0.5 -0.1 -0.2 0.00
C -0.914 -3.358 -0.401 0.2 1.0 0.3 0.00
C -1.118 -2.818 -1.797 -0.1 0.1 0.0 0.00
C -1.881 -3.720 -2.705 -0.1 -0.2 0.0 0.00
C -2.438 -4.864 -2.300 0.1 0.4 -0.6 0.00
C -2.329 -5.269 -0.927 0.3 0.1 0.8 0.00
C -1.623 -4.550 -0.034 -0.2 -0.8 0.0 0.00
H 2.598 -7.383 4.231 0.0 -0.1 0.0 0.00
H 0.198 -6.827 4.039 -0.1 0.0 0.0 0.00
H -0.528 -4.935 2.673 -0.1 0.1 0.0 0.00
H 3.520 -4.239 1.509 0.2 0.0 -0.1 0.00
H 4.252 -6.068 2.958 0.1 -0.1 0.0 0.00
H 1.274 -2.409 2.048 0.0 -0.1 -0.1 0.00
H -1.654 -1.860 -1.777 0.0 -0.3 0.0 0.00
H -1.978 -3.365 -3.720 -0.1 -0.1 -0.2 0.00
H -3.001 -5.488 -2.978 0.0 0.0 -0.1 0.00
H -2.827 -6.176 -0.622 -0.1 -0.1 0.1 0.00
H -1.559 -4.876 0.988 0.0 -0.1 0.1 0.00
```
Positions in Å, forces in eV/Å.

Net charge: +1
Expectation value of S²: 0.79
Gap between HOMO and LUMO (alpha / beta) in eV: 5.8 / 5.3
Energy above the lowest of the compared OMol25 structures with the same formula, charge and spin in kcal per mole: 77.6
2S+1: 2
Energy in a.u.: -5534.04117


# 2
Formula: C5H11NO
Source: OMol25
Level of theory: ωB97M-V with the def2-TZVPD basis set

The geometry in XYZ format:
```
18
Properties=species:S:1:pos:R:3:forces:R:3:mulliken_charge:R:1
C 2.221 1.845 -1.224 0.1 -1.0 -0.5 -0.86
C 1.210 1.601 -0.442 -1.3 0.0 1.5 -0.03
C 0.625 0.201 -0.264 0.6 -0.5 1.2 -0.31
N 1.278 -0.485 0.955 0.4 -1.1 -1.7 -0.42
C 0.903 -1.941 0.950 2.6 0.9 -1.7 -0.27
C 1.300 -3.021 0.251 0.6 3.7 0.0 -0.71
H 2.624 2.767 -1.341 0.8 3.2 0.2 0.30
H 2.791 1.222 -1.850 0.0 -1.7 -0.6 0.28
H 0.862 2.490 0.171 0.0 -1.5 -0.7 0.24
H -0.436 0.215 0.117 0.8 0.1 -1.3 0.24
H 0.812 -0.412 -1.222 -0.6 0.9 1.4 0.30
H 2.317 -0.341 1.006 -1.4 -0.4 -0.6 0.29
H 0.259 -2.098 1.708 -2.2 -0.7 2.6 0.40
H 1.934 -2.982 -0.601 0.7 0.4 -0.6 0.26
H 1.082 -3.973 0.547 -1.2 -2.2 0.8 0.29
O -6.260 1.848 0.424 -1.0 -0.6 -0.3 -0.65
H -6.647 1.324 1.160 0.3 0.5 -0.9 0.33
H -6.874 1.738 -0.344 0.7 0.1 1.1 0.33
```
Positions in Å, forces in eV/Å.

Net charge: 0
Gap between HOMO and LUMO in eV: 10.1
Energy above the lowest of the compared OMol25 structures with the same formula, charge and spin in kcal per mole: 87.4
Energy in a.u.: -326.99206


# 3
Formula: C4H14N3
Source: OMol25
Level of theory: ωB97M-V with the def2-TZVPD basis set

The geometry in XYZ format:
```
21
Properties=species:S:1:pos:R:3:forces:R:3:lowdin_spin:R:1
C 1.810 -0.764 0.230 -0.6 -1.3 0.0 0.02
C 2.438 -1.874 -0.670 0.4 1.2 -0.3 0.01
H 1.560 -1.221 1.202 0.2 0.5 0.0 0.00
H 2.264 0.224 0.369 0.3 -0.5 -0.3 0.00
H 0.841 -0.642 -0.273 -0.1 0.3 0.3 0.01
H 3.530 -1.824 -0.757 -0.3 -0.1 0.3 0.00
H 2.074 -1.687 -1.691 0.2 -0.4 0.1 0.00
H 2.131 -2.868 -0.339 0.1 0.2 -0.1 0.00
C -1.510 1.654 1.724 -0.2 0.7 0.8 0.12
C -1.158 0.435 -0.366 -1.0 0.2 -2.8 0.01
N -1.818 0.598 0.834 1.4 0.1 0.9 0.50
N -0.460 1.405 -0.959 -0.9 -0.2 1.5 0.04
N -1.530 -0.601 -1.126 0.9 -0.3 0.3 0.17
H -2.310 -0.208 1.229 -0.4 0.0 -0.3 0.01
H -0.648 2.370 -0.714 0.4 0.1 -0.1 0.00
H 0.099 1.210 -1.782 0.0 0.1 0.0 0.00
H -1.730 -1.552 -0.811 -0.1 0.2 0.3 0.00
H -1.201 -0.554 -2.090 -0.3 -0.2 0.0 0.00
H -1.546 1.323 2.779 -0.3 -0.1 -0.4 0.03
H -2.299 2.466 1.675 0.2 -0.4 0.0 0.07
H -0.539 2.111 1.536 0.0 0.0 -0.3 0.01
```
Positions in Å, forces in eV/Å.

Net charge: +2
Expectation value of S²: 0.76
Gap between HOMO and LUMO (alpha / beta) in eV: 9.4 / 3.9
Energy above the lowest of the compared OMol25 structures with the same formula, charge and spin in kcal per mole: 68.6
2S+1: 2
Energy in a.u.: -324.29940


# 4
Formula: C9H14O2S
Source: OMol25
Level of theory: ωB97M-V with the def2-TZVPD basis set

The geometry in XYZ format:
```
26
Properties=species:S:1:pos:R:3:forces:R:3:mulliken_charge:R:1
C 3.586 -0.354 1.940 -3.8 1.2 1.0 -1.04
S 2.058 -0.036 1.264 2.0 0.6 -0.1 1.06
C 1.118 1.377 1.972 -0.6 -1.8 -2.0 -0.87
O 2.228 0.291 -0.110 0.4 0.8 -1.8 -0.64
O 0.854 -1.180 1.213 1.3 -0.2 2.0 -0.45
C -0.107 -1.040 0.272 0.0 0.1 -2.1 0.52
C 0.231 -1.104 -1.025 -1.5 -0.5 -0.3 -0.67
C -0.878 -1.151 -2.036 -1.6 -1.6 -1.3 -0.51
C -1.917 -0.147 -1.666 -2.1 1.3 4.1 -0.13
C -1.352 1.326 -1.577 -4.0 -1.1 -1.8 -1.03
C -2.344 -0.300 -0.136 -1.3 0.8 -0.4 -0.34
C -1.432 -0.704 0.757 -0.2 -0.4 1.1 -0.38
H 4.155 -1.043 1.354 0.1 -0.5 -0.1 0.33
H 3.373 -0.442 3.004 0.9 -0.4 0.2 0.30
H 0.267 1.532 1.211 1.5 -0.1 1.2 0.20
H 0.767 1.115 2.914 -1.0 -0.6 1.7 0.39
H 1.804 2.155 2.107 0.9 1.3 -0.4 0.36
H 1.221 -1.184 -1.382 0.8 -0.4 0.1 0.50
H -0.654 -0.848 -3.113 0.5 -1.0 1.3 0.29
H -1.381 -2.265 -1.990 1.2 2.5 -0.5 0.24
H -2.925 -0.154 -2.153 1.3 -0.2 -0.5 0.39
H -0.615 1.385 -0.851 1.1 0.4 1.5 0.17
H -2.310 1.973 -1.463 2.2 -0.6 -0.1 0.39
H -0.901 1.404 -2.527 0.6 1.2 -1.3 0.36
H -3.371 0.185 0.138 2.0 -1.2 -0.3 0.28
H -1.476 -0.790 1.882 -0.6 0.3 -1.4 0.31
```
Positions in Å, forces in eV/Å.

Net charge: 0
Gap between HOMO and LUMO in eV: 8.7
Energy above the lowest of the compared OMol25 structures with the same formula, charge and spin in kcal per mole: 74.9
Energy in a.u.: -899.78948